one | {
  "formula": "C20H17NO3",
  "method": "wB97M-V/def2-TZVPD",
  "homo_lumo_gap_ev": 8.220,
  "elements": ["O", "O", "O", "N", "C", "C", "C", "C", "C", "C", "C", "C", "C", "C", "C", "C", "C", "C", "C", "C", "C", "C", "C", "C", "H", "H", "H", "H", "H", "H", "H", "H", "H", "H", "H", "H", "H", "H", "H", "H", "H"],
  "xyz": [[-1.46, -2.64, -2.27], [-3.04, -1.38, -1.38], [0.24, -3.66, 0.30], [1.44, -1.78, -0.06], [-4.76, 0.00, -0.57], [1.66, 2.32, -0.91], [-3.49, -0.55, -0.41], [1.74, 3.79, -1.19], [-1.43, -0.86, 0.83], [0.78, 0.13, -1.43], [1.52, -0.42, -0.39], [-4.49, 1.18, 1.51], [2.65, -2.50, 0.35], [3.79, -1.55, 0.69], [-1.81, -1.97, -1.33], [-3.24, 0.63, 1.68], [-2.72, -0.24, 0.72], [2.44, 1.75, 0.09], [2.37, 0.39, 0.36], [3.24, -0.30, 1.37], [0.28, -2.48, 0.02], [-5.25, 0.86, 0.39], [-0.99, -1.69, -0.14], [0.85, 1.49, -1.68], [-0.83, -0.66, 1.70], [-4.89, 1.85, 2.26], [3.10, 2.37, 0.67], [2.93, -3.18, -0.46], [4.50, -2.07, 1.33], [0.76, 4.17, -1.48], [-6.24, 1.28, 0.27], [2.43, 3.97, -2.01], [2.65, -0.59, 2.25], [0.18, -0.50, -2.06], [4.31, -1.25, -0.22], [-5.34, -0.26, -1.44], [2.09, 4.33, -0.32], [2.38, -3.11, 1.21], [4.05, 0.36, 1.70], [-2.64, 0.87, 2.54], [0.27, 1.91, -2.48]],
  "mulliken_charge": [-0.625, -0.447, -0.648, 0.162, -0.447, 0.806, -0.064, -1.551, 0.169, -0.539, 0.130, -0.698, -0.728, -0.714, 0.395, -0.591, 0.821, -1.013, 0.872, -1.037, 0.153, -0.445, -0.009, -0.929, 0.497, 0.399, 0.390, 0.292, 0.400, 0.388, 0.377, 0.293, 0.332, 0.640, 0.398, 0.478, 0.375, 0.448, 0.399, 0.440, 0.430]
}


two | {
  "formula": "C20H17NO3",
  "method": "wB97M-V/def2-TZVPD",
  "homo_lumo_gap_ev": 7.903,
  "elements": ["O", "O", "O", "N", "C", "C", "C", "C", "C", "C", "C", "C", "C", "C", "C", "C", "C", "C", "C", "C", "C", "C", "C", "C", "H", "H", "H", "H", "H", "H", "H", "H", "H", "H", "H", "H", "H", "H", "H", "H", "H"],
  "xyz": [[1.08, -2.47, -0.07], [-2.21, 1.57, 0.24], [-0.24, 1.97, 1.43], [1.13, -0.06, -0.04], [5.17, -2.46, 1.07], [1.60, -1.19, 0.25], [-6.44, 1.66, -1.60], [7.15, -1.39, 1.74], [-4.36, 1.57, -0.38], [5.63, -1.24, 1.31], [-6.21, 2.68, 0.43], [-2.38, 0.12, -1.39], [-2.91, 0.94, -0.39], [3.11, -0.95, 0.62], [-0.45, -1.29, -2.22], [-6.99, 2.26, -0.42], [-5.15, 0.97, -1.50], [-4.79, 2.23, 0.64], [-0.28, 0.44, -0.19], [-1.11, -0.45, -1.23], [3.83, -2.35, 0.61], [4.90, -0.12, 1.35], [-0.81, 1.27, 0.68], [3.68, 0.00, 1.10], [-3.06, -0.52, -2.13], [7.35, -2.30, 2.35], [7.84, -1.36, 0.76], [-7.94, 2.73, -0.76], [-0.19, -2.24, -1.56], [3.34, -3.23, 0.07], [-4.12, 2.63, 1.47], [-7.17, 1.21, -2.26], [7.57, -0.71, 2.32], [-1.21, -1.52, -2.84], [-4.89, 0.47, -2.45], [0.34, -1.02, -2.63], [-6.55, 3.29, 1.36], [5.71, -3.31, 0.65], [1.34, 0.60, 0.48], [3.23, 0.99, 1.11], [5.46, 0.59, 2.02]],
  "mulliken_charge": [-0.737, -0.140, -0.635, -0.046, -0.613, 0.440, -0.574, -1.501, 0.467, 0.950, -0.313, -0.700, 0.976, 0.662, -1.941, -0.451, -0.530, -0.168, -0.548, 1.138, -0.571, -0.851, 0.258, -0.062, -0.051, 0.337, 0.252, 0.294, 0.401, 0.294, 0.366, 0.337, 0.525, 0.475, 0.230, 0.489, 0.242, 0.296, 0.469, 0.352, 0.183]
}


Energies relative to the minimum, eV: one 0.000; two 14.778


one | {
  "formula": "C2H6OSi",
  "method": "wB97M-V/def2-TZVPD",
  "homo_lumo_gap_ev": 11.695,
  "elements": ["Si", "O", "C", "C", "H", "H", "H", "H", "H", "H"],
  "xyz": [[-0.06, -0.32, 1.26], [-1.56, 0.32, -2.08], [0.68, 0.31, -0.33], [-1.18, -0.73, -1.93], [-0.39, 0.92, 1.88], [1.58, 0.54, 0.22], [0.23, 1.34, -0.36], [1.19, -1.12, 1.72], [-1.25, -1.11, 0.88], [0.75, -0.14, -1.25]],
  "mulliken_charge": [0.421, -0.130, -1.076, 0.072, -0.095, 0.340, 0.267, -0.065, -0.128, 0.392]
}


two | {
  "formula": "C2H6OSi",
  "method": "wB97M-V/def2-TZVPD",
  "homo_lumo_gap_ev": [8.906, 7.953],
  "elements": ["Si", "O", "C", "C", "H", "H", "H", "H", "H", "H"],
  "xyz": [[0.75, -0.25, -0.16], [-3.24, -0.05, -0.61], [-0.22, 1.28, 0.25], [-2.30, -0.52, -0.03], [1.94, -0.05, -0.89], [-2.23, -1.35, 0.61], [-0.06, -1.25, -0.85], [-0.10, 1.56, 1.39], [1.15, -0.79, 1.31], [-0.81, 1.92, -0.36]],
  "mulliken_charge": [0.501, -0.349, -0.826, 0.015, -0.178, 0.336, -0.134, 0.261, -0.096, 0.470]
}


Energies relative to the minimum, eV: one 0.000; two 3.033